[1]
The following is a quantum chemistry calculation of the molecule C5H8N2O2, from the Open Molecules 2025 dataset.

LUMO energy (Eh): 0.009
HOMO energy (eV): -9.215
SMILES: C/C=N/N=C(/O)C(C)=O
Gap between HOMO and LUMO (eV): 9.453
E (eV): -12387.00868
ΔE to the lowest compared entry with this formula, charge and spin (kcal/mol): 90.56

ORCA input file:
```
! wB97M-V def2-TZVPD RIJCOSX def2/J DEFGRID3
* xyz 0 1
C -1.689 -0.499 -0.625
C 0.215 0.819 1.182
C -0.400 -1.347 -0.873
C 1.322 1.519 1.844
C 0.832 -0.572 -1.447
N -1.651 0.670 -0.147
N -0.541 1.237 0.308
O -2.876 -1.087 -0.899
O -0.507 -2.540 -0.666
H -0.013 -0.283 1.583
H 1.047 2.422 2.304
H 2.005 1.795 1.070
H 1.895 0.909 2.610
H 1.801 -0.958 -0.960
H 0.533 0.559 -1.329
H 0.846 -0.703 -2.598
H -2.821 -1.943 -1.357
*
```

---

[2]
The following is a quantum chemistry calculation of a structure of composition C5H8N2O2, from the Open Molecules 2025 dataset.

LUMO energy (Eh): 0.012
HOMO energy (eV): -7.808
Gap between HOMO and LUMO (eV): 8.127
E (eV): -12384.55670
ΔE to the lowest compared entry with this formula, charge and spin (kcal/mol): 147.10

ORCA input file:
```
! wB97M-V def2-TZVPD RIJCOSX def2/J DEFGRID3
* xyz 0 1
C -2.143 0.715 -0.759
N 0.732 0.379 0.408
C 2.653 0.319 0.218
C 0.353 -0.575 -0.374
C -1.458 -0.186 0.197
C -1.936 -0.949 1.162
O 3.230 1.444 0.701
N 0.590 -1.369 -1.270
O 3.327 -0.591 -0.213
H 4.195 1.265 0.714
H 0.589 1.339 0.128
H 1.148 -2.207 -1.110
H -1.854 1.759 -0.607
H -3.233 0.632 -0.656
H -1.902 0.443 -1.790
H -3.002 -0.951 1.389
H -1.289 -1.467 1.862
*
```

---

[3]
The following is a quantum chemistry calculation of the molecule C5H8N2O2, from the Open Molecules 2025 dataset.

LUMO energy (Eh): 0.031
HOMO energy (eV): -9.496
SMILES: [H]/N=C(\C=C)N(C)C(=O)O
Gap between HOMO and LUMO (eV): 10.330
E (eV): -12389.17933
ΔE to the lowest compared entry with this formula, charge and spin (kcal/mol): 40.50

ORCA input file:
```
! wB97M-V def2-TZVPD RIJCOSX def2/J DEFGRID3
* xyz 0 1
C -0.549 -1.173 1.252
N 0.422 -0.417 0.473
C 1.810 -0.725 0.816
C 0.105 0.152 -0.735
C -1.407 0.472 -0.861
C -1.806 1.744 -0.946
O 2.724 0.168 0.390
N 0.930 0.532 -1.637
O 2.187 -1.689 1.466
H 3.577 -0.188 0.705
H 0.460 1.032 -2.395
H -2.089 -0.366 -0.931
H -0.940 -1.999 0.651
H -0.096 -1.585 2.159
H -1.371 -0.516 1.551
H -1.105 2.569 -0.861
H -2.853 1.990 -1.098
*
```

---

[4]
The following is a quantum chemistry calculation of a cluster of 2 separate species, C5H8N2O2 in total, from the Open Molecules 2025 dataset.

LUMO energy (spin up / spin down) (Eh): -0.097 / -0.013
HOMO energy (spin up / spin down) (eV): -9.298 / -9.875
Gap between HOMO and LUMO (spin up / spin down) (eV): 6.670 / 9.532
E (eV): -12382.51922
ΔE to the lowest compared entry with this formula, charge and spin (kcal/mol): 194.09

ORCA input file:
```
! wB97M-V def2-TZVPD RIJCOSX def2/J DEFGRID3
* xyz 0 1
C 0.852 1.199 -0.747
C -1.215 -0.950 -1.983
C 0.360 1.312 2.353
C -0.944 -0.621 -0.454
C 0.398 -0.026 -0.212
N 1.120 2.254 -1.184
N 1.339 -0.710 0.576
O 2.506 -0.426 0.406
O 0.927 -1.499 1.410
H -2.286 -0.820 -2.015
H -0.695 -0.207 -2.692
H -0.780 -1.971 -2.278
H -0.143 0.485 2.654
H 1.468 1.224 2.520
H -0.161 2.098 1.774
H -1.752 0.201 -0.215
H -0.992 -1.542 0.087
*
```